[1]
ORCA calculation (ωB97M-V with the def2-TZVPD basis set) on 2 unconnected molecules or ions with the total composition C30H45IN2O7.

Atoms and positions in Å:
C (-1.97876, -2.33900, 4.40958)
C (-1.09324, -1.30937, 3.71130)
N (-0.56801, -1.85879, 2.44488)
C (-0.52859, -1.01988, 1.31817)
C (0.35600, 0.07145, 1.25609)
C (1.24859, 0.36646, 2.43133)
C (0.76066, 1.46171, 3.40232)
O (1.84025, 2.28756, 3.76090)
C (1.49959, 3.62104, 4.14833)
C (1.34145, 3.79265, 5.64580)
C (0.41504, 0.85258, 0.08126)
C (1.35161, 2.03542, -0.00305)
C (0.78157, 3.34493, 0.55431)
C (-0.60617, 3.76111, 0.10430)
I (2.16942, 4.93153, 0.11244)
C (-0.36399, 0.53986, -1.04295)
C (-0.18628, 1.32932, -2.31885)
C (1.12127, 0.97664, -3.08680)
C (0.87886, 0.17186, -4.37212)
C (1.16579, -1.33138, -4.20804)
C (2.57473, -1.71284, -4.66671)
C (2.67232, -1.87381, -6.19226)
C (2.57935, -3.32031, -6.64280)
O (3.59874, -4.08788, -6.02802)
C (3.31133, -5.46276, -6.02458)
C (-1.27580, -0.52415, -0.96752)
C (-1.37215, -1.29816, 0.22274)
C (-2.38563, -2.36076, 0.29030)
O (-2.27853, -3.38835, 0.97450)
C (-3.60217, -2.10947, -0.50425)
C (-4.90166, -2.64876, 0.01659)
C (-5.23360, -2.07182, 1.40368)
N (-5.53030, -0.64975, 1.43833)
C (-3.48251, -1.41220, -1.65957)
C (-2.17678, -0.89839, -2.08830)
O (-1.87426, -0.82350, -3.27930)
H (-1.58028, -3.34095, 4.24775)
H (-1.96002, -2.15994, 5.48655)
H (-3.01668, -2.28699, 4.08450)
H (-0.25983, -1.08109, 4.37604)
H (-1.64956, -0.38946, 3.51549)
H (-1.08522, -2.69455, 2.19843)
H (1.39523, -0.55448, 2.99506)
H (2.24249, 0.67252, 2.10287)
H (0.36493, 0.98311, 4.30443)
H (-0.06480, 2.04807, 2.98100)
H (2.29851, 4.27201, 3.78935)
H (0.57690, 3.93412, 3.63848)
H (2.16711, 3.33262, 6.18473)
H (1.40767, 4.85282, 5.89857)
H (0.38793, 3.39821, 6.00571)
H (2.25994, 1.84136, 0.56873)
H (1.67533, 2.19780, -1.02933)
H (0.79743, 3.30189, 1.63871)
H (-0.96940, 4.57737, 0.72822)
H (-1.30119, 2.92215, 0.20056)
H (-0.62469, 4.10886, -0.92917)
H (-1.00897, 1.12027, -2.99268)
H (-0.20912, 2.39783, -2.10495)
H (1.67290, 1.89440, -3.30198)
H (1.76064, 0.39202, -2.41899)
H (1.54933, 0.56214, -5.14793)
H (-0.13667, 0.32281, -4.73240)
H (0.43021, -1.91467, -4.76677)
H (1.05942, -1.59099, -3.15283)
H (3.30200, -0.97350, -4.32144)
H (2.87123, -2.65285, -4.19687)
H (3.59361, -1.44435, -6.59102)
H (1.83000, -1.34968, -6.65441)
H (1.59376, -3.73950, -6.39904)
H (2.69454, -3.38467, -7.73381)
H (4.17713, -5.98192, -5.61791)
H (2.44212, -5.68514, -5.39480)
H (3.11501, -5.83535, -7.03742)
H (-5.69462, -2.35084, -0.67543)
H (-4.86901, -3.73808, 0.09423)
H (-4.40174, -2.26794, 2.08150)
H (-6.09476, -2.61354, 1.80496)
H (-6.32866, -0.42131, 0.86352)
H (-4.73567, -0.09774, 1.14465)
H (-4.34658, -1.23607, -2.28972)
C (3.11388, 5.90968, 7.97328)
O (3.23198, 6.37455, 6.79226)
O (3.01089, 4.63817, 8.15338)
O (3.08724, 6.68802, 8.99391)

The LUMO energy is 2.0 eV. The total charge is -2. The calculation puts the gap between HOMO and LUMO at 0.043 Ha. As for the multiplicity: 1. The HOMO energy is 0.8 eV.

---

[2]
ORCA calculation (ωB97M-V with the def2-TZVPD basis set) on 2 unconnected molecules or ions with the total composition C11H25N2O in a non-equilibrium geometry.

Atoms and positions in Å:
C (-2.31213, 0.48086, 0.31893)
C (-1.18663, 1.12265, -0.72641)
C (-2.50296, 1.10652, 1.64659)
C (-1.22609, 0.71851, -2.19657)
C (-3.40436, -1.96286, 0.28181)
C (3.41173, -1.47899, 1.11964)
C (0.93844, -1.32533, 0.45353)
C (2.76702, -0.86927, -1.32054)
C (-3.44764, -0.47745, -0.22735)
C (0.92963, 2.37658, -0.51064)
C (2.36434, -0.85330, 0.16060)
N (-0.26701, 1.98888, -0.13203)
N (2.23262, 0.60363, 0.56839)
O (1.51827, 3.20087, 0.26588)
H (-2.00527, 0.62189, 2.42916)
H (-2.16043, 2.20106, 1.77412)
H (-3.52858, 1.15244, 1.80080)
H (-0.96671, -0.38192, -2.43819)
H (-2.23414, 0.65353, -2.44973)
H (-0.76362, 1.44840, -2.77585)
H (-2.32216, -2.48852, 0.14097)
H (-4.03449, -2.56018, -0.21639)
H (-3.54048, -1.94779, 1.32609)
H (3.93620, -2.17156, 0.53623)
H (4.16685, -0.75595, 1.55300)
H (2.92265, -1.91417, 1.95149)
H (0.26922, -0.47161, 0.29772)
H (0.92771, -1.85068, 1.38649)
H (0.55774, -2.09331, -0.17268)
H (2.18595, -0.18165, -1.81287)
H (3.92162, -0.78808, -1.37577)
H (2.60184, -1.82869, -1.80718)
H (-3.36318, -0.45741, -1.26035)
H (-4.46580, -0.04969, 0.01115)
H (1.43497, 1.83141, -1.29650)
H (-0.57442, 2.14269, 0.81070)
H (3.15801, 0.93291, 0.70907)
H (1.83002, 0.50954, 1.45529)
H (2.23124, 3.81605, -0.27861)

The LUMO energy (spin up / spin down) is -3.8 / -3.7 eV. The total charge is +1. The calculation puts the gap between HOMO and LUMO (spin up / spin down) at 0.275 / 0.275 Ha. As for the multiplicity: 1. The HOMO energy (spin up / spin down) is -11.3 / -11.2 eV.

---

[3]
ORCA calculation (ωB97M-V with the def2-TZVPD basis set) on 10 unconnected molecules or ions with the total composition C19H58O16 in a non-equilibrium geometry.

Atoms and positions in Å:
O (2.07079, -1.68889, -5.10542)
C (1.19170, -0.65101, -4.73335)
C (1.43797, -0.16683, -3.29040)
O (1.30272, -1.22987, -2.35238)
H (2.94082, -1.32698, -5.29423)
H (1.31115, 0.29951, -5.26423)
H (0.19348, -1.05621, -4.88110)
H (0.69587, 0.59719, -3.03439)
H (2.41466, 0.31023, -3.16352)
H (1.14635, -0.86824, -1.47153)
O (0.91520, -2.49932, 0.45615)
C (0.79710, -2.25738, 1.83723)
C (1.44091, -3.37789, 2.63712)
O (2.79080, -3.65829, 2.24282)
H (1.84266, -2.73153, 0.31540)
H (1.34948, -1.38819, 2.21995)
H (-0.20621, -2.11239, 2.24052)
H (0.87617, -4.31508, 2.63781)
H (1.48057, -3.07079, 3.68725)
H (3.20051, -3.61335, 3.10916)
O (-2.68733, 0.66301, -3.81451)
C (-2.96182, -0.51356, -4.52035)
C (-2.35027, -1.73792, -3.86954)
O (-3.10921, -2.09750, -2.74750)
H (-2.99417, 0.47155, -2.92012)
H (-4.05053, -0.63099, -4.43556)
H (-2.66039, -0.36188, -5.55643)
H (-1.39717, -1.39739, -3.44680)
H (-2.21786, -2.52367, -4.61625)
H (-2.83244, -2.99241, -2.52084)
O (2.76224, 4.95206, 0.68518)
C (3.00072, 3.80263, 1.50453)
C (2.20461, 2.61785, 0.93019)
O (2.79512, 2.15539, -0.26266)
H (1.97015, 5.43779, 0.92082)
H (4.06319, 3.65705, 1.67786)
H (2.52068, 3.92423, 2.48341)
H (1.16268, 2.88501, 0.74201)
H (2.20992, 1.88211, 1.73975)
H (2.50002, 2.78018, -0.93508)
O (-1.17383, 2.00853, 4.42633)
C (-1.17235, 2.69413, 3.13422)
C (-2.46605, 3.50033, 2.91720)
O (-2.35246, 4.88050, 3.24010)
H (-1.39248, 2.64432, 5.11220)
H (-0.26149, 3.29674, 3.19235)
H (-0.90965, 2.02691, 2.31287)
H (-3.30668, 3.07718, 3.47284)
H (-2.72562, 3.26441, 1.88338)
H (-2.06765, 4.93380, 4.15666)
O (6.44611, -1.60159, 1.80766)
C (5.08269, -1.44321, 1.36635)
C (4.91523, -0.56029, 0.11902)
O (3.56239, -0.59527, -0.32136)
H (6.46514, -2.52271, 2.07796)
H (4.67392, -2.41960, 1.09942)
H (4.42593, -1.05975, 2.15157)
H (5.47903, -0.94386, -0.73229)
H (5.25341, 0.44366, 0.38385)
H (3.19903, 0.29382, -0.42409)
C (-1.33302, 3.50714, -2.44560)
C (-0.32911, 4.35370, -1.73184)
O (0.97066, 3.85492, -2.12690)
H (-1.35454, 2.49158, -2.05390)
H (-1.08736, 3.43460, -3.50559)
H (-2.29903, 4.01732, -2.44597)
H (-0.43908, 4.30725, -0.64568)
H (-0.31567, 5.39834, -2.04845)
H (1.51453, 4.61614, -2.34266)
C (-3.07133, -4.55165, -0.31563)
C (-1.60126, -4.27173, -0.57191)
O (-1.30794, -4.54246, -1.95203)
H (-3.30923, -4.80398, 0.71898)
H (-3.42110, -5.43779, -0.84896)
H (-3.68981, -3.70097, -0.60362)
H (-0.99715, -4.89523, 0.08982)
H (-1.37764, -3.22164, -0.38225)
H (-0.37172, -4.35928, -2.08511)
C (-4.31703, -0.73667, 3.59407)
C (-2.78598, -0.95120, 3.75949)
O (-2.11571, -0.23388, 2.72509)
H (-4.55894, -0.98750, 2.56143)
H (-4.58359, 0.30665, 3.75007)
H (-4.78977, -1.42995, 4.29058)
H (-2.38893, -1.96555, 3.74742)
H (-2.47941, -0.50643, 4.71043)
H (-2.02664, 0.67592, 3.02605)
C (-1.13637, -0.01819, -0.57543)
O (0.19141, 0.33945, -0.19963)
H (-1.22373, -0.28366, -1.62754)
H (-1.34963, -0.94470, -0.03462)
H (-1.83526, 0.70679, -0.15544)
H (0.42392, -0.25367, 0.51806)

The structure (SMILES) is OCCO.OCCO.OCCO.OCCO.OCCO.OCCO.CCO.CCO.CCO.CO. The LUMO energy is 0.0 eV. The calculation puts the gap between HOMO and LUMO at 0.338 Ha. As for the multiplicity: 1. The HOMO energy is -9.2 eV.

---

[4]
ORCA calculation (ωB97M-V with the def2-TZVPD basis set) on 2 unconnected molecules or ions with the total composition H4O2.

Atoms and positions in Å:
O (-0.89884, 0.33844, -1.35563)
H (-1.56675, 0.14090, -0.69905)
H (-1.02564, -0.32481, -2.03405)
O (1.50534, 0.12912, 1.41985)
H (0.88473, 0.26179, 0.70328)
H (1.10116, -0.54544, 1.96560)

The structure (SMILES) is O.O. The LUMO energy is 0.6 eV. The calculation puts the gap between HOMO and LUMO at 0.441 Ha. As for the multiplicity: 1. The HOMO energy is -11.4 eV.

---

[5]
ORCA calculation (ωB97M-V with the def2-TZVPD basis set) on 2 unconnected molecules or ions with the total composition C7H7N in a non-equilibrium geometry.

Atoms and positions in Å:
C (0.58624, 1.03844, 0.46176)
C (1.76089, 1.01260, -0.35008)
C (2.22923, -0.17395, -0.67300)
N (1.64703, -1.46222, -0.46370)
C (0.50928, -1.33733, 0.29469)
C (0.06304, -0.15235, 0.87166)
H (0.27245, 2.02956, 0.84061)
H (2.24452, 1.75417, -0.78428)
H (3.29141, -0.03635, -1.02785)
H (-0.00904, -2.22609, 0.74934)
H (-0.65895, 0.10571, 1.69129)
C (-3.35477, 0.05695, -0.84925)
C (-2.65997, -0.32517, 0.07738)
H (-4.07017, 0.32582, -1.55814)
H (-1.85117, -0.60980, 0.71957)

The structure (SMILES) is c1ccncc1.C#C. The LUMO energy is 0.5 eV. The calculation puts the gap between HOMO and LUMO at 0.381 Ha. As for the multiplicity: 1. The HOMO energy is -9.9 eV.

---

Values for calculated total energy, eV, ordered as above
-57251.139, -16829.240, -53398.043, -4159.806, -8858.072